1.
C35H47CdN2O10P2S2Sb | the ωB97M-V functional and the def2-TZVPD basis

Properties
**Kohn-Sham gap**: 6.6 eV
**ΔE to the lowest compared entry with this formula, charge and spin**: 0.000 eV
**Electronic energy**: -4111.1723 hartree
**Charge**: -2
**E_HOMO**: -2.590 eV

Cartesian coordinates (Å):
Cd -0.159 0.271 -0.883
C -0.925 -0.951 8.583
C -0.680 -1.087 7.074
C 0.714 -1.750 6.880
O -1.775 -1.883 6.603
C -0.527 0.309 6.372
O 0.038 1.277 6.848
O -1.210 0.227 5.245
H -1.101 -2.024 8.848
H -1.890 -0.347 8.735
H -0.117 -0.564 9.238
H 0.849 -2.502 7.666
H 1.513 -1.044 7.080
H 0.813 -2.086 5.842
H -1.963 -1.529 5.750
C -2.896 4.451 2.014
C -2.724 3.166 1.266
O -2.514 3.419 -0.134
P -1.422 2.045 2.012
O -1.701 1.932 3.477
O -0.111 2.899 1.805
O -1.514 0.734 1.237
P -4.352 2.320 1.551
O -5.203 2.770 0.299
O -4.966 2.594 2.842
O -4.118 0.790 1.231
H -2.010 5.121 1.845
H -2.924 4.267 3.104
H -3.861 4.862 1.772
H -1.624 3.253 -0.448
H -1.182 0.957 4.554
H 0.152 2.786 0.854
H -4.792 2.513 -0.510
C -5.295 -2.382 2.358
C -3.891 -2.922 2.511
C -3.380 -3.586 3.661
C -2.102 -4.092 3.656
N -1.301 -3.946 2.608
C -1.792 -3.204 1.566
S -0.513 -2.747 0.471
N -3.017 -2.738 1.461
C -1.327 -4.562 4.876
H -5.808 -2.202 3.366
H -5.946 -3.110 1.797
H -5.205 -1.471 1.830
H -4.056 -3.575 4.478
H -3.148 0.585 1.133
H -1.426 -3.777 5.625
H -0.243 -4.680 4.776
H -1.821 -5.418 5.300
C -2.283 -3.758 -1.870
C -1.382 -2.561 -2.100
C -1.985 -1.772 -3.322
C 0.027 -3.113 -2.516
C -1.211 -1.698 -0.870
H -2.323 -4.379 -2.764
H -3.268 -3.376 -1.612
H -1.884 -4.346 -1.031
H -2.149 -2.376 -4.243
H -1.316 -0.974 -3.589
H -2.989 -1.334 -3.074
H -0.134 -3.648 -3.427
H 0.351 -3.826 -1.776
H 0.816 -2.368 -2.558
H -2.157 -1.360 -0.499
S 0.597 2.454 -1.356
Sb 1.828 1.311 -3.908
C 3.468 1.072 -2.526
C 4.045 -0.155 -2.264
C 5.044 -0.353 -1.271
C 5.455 0.705 -0.514
C 4.899 1.968 -0.692
C 3.895 2.121 -1.687
C 2.501 3.364 -4.408
C 3.804 3.654 -4.810
C 4.211 4.908 -5.229
C 3.221 5.953 -5.249
C 1.926 5.701 -4.841
C 1.606 4.419 -4.390
C 2.960 0.254 -5.485
C 2.263 -0.523 -6.396
C 2.847 -1.520 -7.164
C 4.216 -1.673 -7.168
C 4.945 -0.848 -6.317
C 4.335 0.102 -5.552
H 3.792 -1.074 -2.859
H 5.639 -1.273 -1.151
H 6.173 0.522 0.227
H 5.134 2.890 -0.085
H 3.526 3.095 -1.881
H 4.662 2.941 -4.826
H 5.179 5.112 -5.598
H 3.543 6.991 -5.630
H 1.173 6.496 -4.853
H 0.567 4.209 -4.041
H 1.234 -0.374 -6.541
H 2.074 -2.004 -7.778
H 4.686 -2.529 -7.590
H 5.983 -1.006 -6.257
H 4.906 0.606 -4.784

Atomic partial charges in e from the Löwdin method, atoms 1 to 5: 1.0823, -0.0425, -0.5110, -0.0173, -0.0263

2.
C51H135N9O14 | the ωB97M-V functional and the def2-TZVPD basis

Properties
**Kohn-Sham gap**: 8.8 eV
**ΔE to the lowest compared entry with this formula, charge and spin**: 0.000 eV
**Electronic energy**: -3569.9101 hartree
**E_HOMO**: -8.232 eV

Cartesian coordinates (Å):
C -1.896 -4.434 0.191
O -2.000 -3.050 0.581
H -2.955 -4.810 0.476
H -1.698 -4.609 -0.890
H -1.168 -4.858 0.882
H -1.769 -2.491 -0.167
C 0.729 3.570 1.415
O 0.704 3.120 0.050
H 0.316 2.770 1.986
H 1.743 3.977 1.641
H 0.052 4.410 1.508
H 0.963 2.190 0.131
C 1.477 -1.027 -5.007
O 1.157 -1.789 -3.848
H 1.960 -0.088 -4.811
H 2.059 -1.708 -5.743
H 0.514 -0.884 -5.533
H 1.916 -2.352 -3.642
C -2.078 -2.701 -5.325
O -1.256 -3.161 -4.291
H -2.106 -1.613 -5.414
H -1.830 -3.036 -6.330
H -3.100 -3.070 -5.098
H -0.455 -2.561 -4.304
C 1.595 -6.159 -7.100
O 2.225 -5.539 -5.980
H 0.513 -6.298 -6.934
H 1.817 -5.659 -8.087
H 1.918 -7.203 -7.195
H 1.645 -4.822 -5.620
C 4.926 0.568 -2.493
C 4.365 1.935 -2.047
C 5.423 2.733 -1.371
O 6.093 2.093 -0.320
C 6.880 2.945 0.429
N 3.953 2.657 -3.256
H 5.814 0.589 -3.125
H 4.097 0.095 -3.027
H 5.131 0.032 -1.501
H 3.599 1.726 -1.306
H 5.006 3.679 -1.028
H 6.201 2.968 -2.095
H 7.362 3.679 -0.209
H 7.660 2.344 1.009
H 6.277 3.561 1.148
H 2.946 2.438 -3.449
H 4.036 3.633 -3.088
C -4.661 -0.837 -4.187
C -3.785 0.452 -4.071
C -4.269 1.638 -4.857
O -3.959 1.379 -6.252
C -4.410 2.384 -7.142
N -3.638 0.710 -2.648
H -4.825 -1.112 -5.228
H -5.608 -0.713 -3.701
H -4.037 -1.515 -3.607
H -2.792 0.165 -4.499
H -3.754 2.515 -4.587
H -5.347 1.799 -4.775
H -4.294 1.881 -8.121
H -3.847 3.255 -7.030
H -5.436 2.614 -6.906
H -4.547 0.880 -2.188
H -2.993 1.476 -2.480
C -7.539 0.154 0.974
C -6.269 0.306 0.246
C -5.955 -0.987 -0.514
O -6.214 -2.173 0.137
C -5.443 -2.616 1.221
N -6.213 1.428 -0.726
H -7.482 -0.767 1.554
H -8.367 0.071 0.311
H -7.669 1.053 1.638
H -5.476 0.508 0.972
H -4.877 -0.993 -0.720
H -6.418 -1.090 -1.468
H -5.608 -3.682 1.307
H -5.697 -2.084 2.180
H -4.351 -2.528 0.954
H -7.087 1.523 -1.263
H -6.035 2.337 -0.302
C 3.753 -2.763 -1.809
C 3.756 -3.991 -2.750
C 2.563 -4.946 -2.688
O 2.373 -5.496 -1.364
C 1.646 -4.784 -0.415
N 3.735 -3.532 -4.137
H 3.887 -3.009 -0.747
H 2.817 -2.213 -1.946
H 4.541 -2.115 -2.136
H 4.635 -4.549 -2.539
H 2.718 -5.744 -3.421
H 1.653 -4.418 -3.003
H 2.236 -4.289 0.352
H 1.008 -5.510 0.129
H 0.995 -4.039 -0.954
H 4.534 -3.206 -4.566
H 3.413 -4.341 -4.749
C 0.836 -2.896 4.913
C -0.354 -2.754 3.990
C -1.348 -1.579 4.513
O -2.064 -1.961 5.641
C -1.604 -1.254 6.714
N 0.233 -2.560 2.657
H 0.472 -3.035 5.908
H 1.418 -1.867 4.872
H 1.517 -3.627 4.590
H -0.984 -3.624 3.960
H -2.061 -1.480 3.702
H -0.815 -0.684 4.598
H -0.726 -1.825 7.193
H -2.321 -1.225 7.524
H -1.335 -0.231 6.429
H -0.409 -2.612 1.871
H 0.559 -1.596 2.633
C -1.291 3.268 -2.848
C -0.252 2.520 -3.658
C 0.251 3.400 -4.746
O 0.853 4.534 -4.314
C 0.634 5.676 -5.148
N 0.958 2.085 -2.897
H -2.276 3.312 -3.448
H -0.816 4.271 -2.757
H -1.514 2.886 -1.856
H -0.767 1.605 -4.176
H -0.601 3.703 -5.350
H 0.893 2.741 -5.378
H 0.647 6.584 -4.615
H -0.340 5.549 -5.642
H 1.384 5.613 -5.928
H 0.763 1.278 -2.300
H 1.154 2.739 -2.153
C -1.705 0.102 0.545
C -0.927 -0.190 -0.726
C 0.491 -0.716 -0.481
O 1.295 0.289 0.105
C 2.531 -0.050 0.718
N -1.535 -1.221 -1.572
H -2.793 0.031 0.323
H -1.607 1.073 1.021
H -1.477 -0.711 1.264
H -0.970 0.748 -1.358
H 0.907 -1.020 -1.439
H 0.414 -1.596 0.148
H 2.414 -0.529 1.718
H 3.105 0.870 0.812
H 3.051 -0.787 0.051
H -0.853 -1.497 -2.273
H -2.424 -0.947 -2.031
C 8.044 -0.822 0.903
C 7.294 -1.176 2.196
C 8.322 -1.048 3.370
C 7.626 -1.086 4.708
C 6.571 0.010 4.780
C 5.503 0.017 3.662
N 6.342 -0.087 2.463
O 5.363 0.080 1.358
C 4.509 -1.091 3.962
C 4.768 1.358 3.694
C 6.658 -2.618 2.029
H 8.945 -1.415 0.771
H 8.432 0.229 0.929
H 7.401 -0.986 0.086
H 9.084 -1.810 3.268
H 8.870 -0.140 3.138
H 8.304 -1.029 5.528
H 7.127 -2.058 4.764
H 7.130 0.957 4.695
H 5.991 0.036 5.732
H 4.996 -2.034 4.200
H 3.931 -0.860 4.855
H 3.842 -1.285 3.154
H 4.624 1.598 4.715
H 5.294 2.178 3.197
H 3.784 1.262 3.200
H 5.977 -2.604 1.195
H 6.189 -2.913 3.017
H 7.502 -3.289 1.800
H 5.798 0.637 0.682
C -5.898 3.385 2.436
C -5.935 3.659 3.940
C -6.730 2.574 4.615
C -6.043 1.190 4.551
C -4.652 1.351 5.148
C -3.768 2.475 4.587
N -4.605 3.680 4.634
O -3.859 4.639 3.875
C -2.687 2.672 5.673
C -3.070 2.025 3.302
C -6.555 5.102 4.284
H -6.898 3.650 2.041
H -5.745 2.374 2.180
H -5.188 4.014 1.847
H -6.743 2.898 5.736
H -7.791 2.505 4.288
H -6.062 0.814 3.564
H -6.592 0.572 5.254
H -3.975 0.450 5.147
H -4.855 1.430 6.220
H -2.051 1.780 5.781
H -2.117 3.510 5.300
H -3.222 3.020 6.574
H -2.225 2.696 2.916
H -2.629 1.019 3.363
H -3.802 2.041 2.553
H -6.119 5.459 5.207
H -7.628 5.136 4.347
H -6.284 5.724 3.510
H -3.218 5.063 4.463

Atomic partial charges in e from the Löwdin method, atoms 1 to 5: -0.1245, -0.2082, 0.0964, 0.0898, 0.0568

Which value of E_HOMO does entry 1 give?
-2.590 eV

E_HOMO of number 1 (C35H47CdN2O10P2S2Sb)?
-2.590 eV